44
Properties=species:S:1:pos:R:3:nbo_charge:R:1 method="wB97M-V/def2-TZVPD" de_lowest_kcal_mol=67.5 homo_lumo_gap_ev=9.053 largest_force_ev_per_a=1.639 total_charge=0 smiles="CCC(=O)Nc1nnc(S(=O)(=O)N(CC(C)C)c2ccccc2)s1"
C -6.804 0.472 -0.093 -0.596
H -6.636 -0.596 0.026 0.204
H -7.816 0.622 -0.460 0.222
H -6.718 0.945 0.882 0.221
C -5.800 1.088 -1.070 -0.493
C -4.398 0.916 -0.546 0.698
O -3.737 1.783 -0.025 -0.578
N -3.904 -0.362 -0.677 -0.623
C -2.669 -0.703 -0.211 0.199
N -2.165 -1.892 -0.335 -0.304
N -0.955 -1.990 0.194 -0.218
C -0.526 -0.896 0.717 -0.328
S -1.635 0.443 0.608 0.482
S 1.056 -0.699 1.529 2.336
O 1.303 -1.894 2.271 -0.906
O 0.990 0.552 2.217 -0.919
N 2.137 -0.587 0.277 -0.706
C 2.678 0.683 0.010 0.134
C 1.811 1.727 -0.293 -0.164
C 2.303 2.997 -0.531 -0.213
C 3.665 3.238 -0.483 -0.217
C 4.532 2.202 -0.181 -0.199
C 4.046 0.933 0.073 -0.225
H 4.729 0.137 0.326 0.216
H 5.595 2.384 -0.131 0.215
H 4.049 4.229 -0.674 0.215
H 1.617 3.799 -0.760 0.216
H 0.749 1.541 -0.332 0.206
C 2.754 -1.811 -0.186 -0.213
H 2.229 -2.607 0.343 0.245
C 2.635 -2.037 -1.703 -0.222
C 3.568 -1.131 -2.504 -0.610
H 3.273 -0.090 -2.409 0.212
H 4.595 -1.232 -2.162 0.203
H 3.532 -1.402 -3.557 0.210
C 1.195 -1.868 -2.178 -0.617
H 0.876 -0.836 -2.048 0.199
H 0.526 -2.512 -1.613 0.229
H 1.116 -2.119 -3.233 0.210
H 2.939 -3.076 -1.874 0.204
H 3.809 -1.851 0.107 0.193
H -4.440 -1.095 -1.119 0.427
H -5.995 2.155 -1.172 0.240
H -5.890 0.615 -2.050 0.218

=====

43
Properties=species:S:1:pos:R:3:nbo_charge:R:1 method="wB97M-V/def2-TZVPD" de_lowest_kcal_mol=60.2 homo_lumo_gap_ev=6.862 largest_force_ev_per_a=1.936 total_charge=0 smiles="COc1ccc(C=C2C(=O)N(C)C(=O)N(C)C2=O)cc1.CNN"
C -5.844 1.650 0.561 -0.256
O -5.287 0.542 1.296 -0.490
C -4.067 0.065 0.939 0.340
C -3.586 -1.021 1.711 -0.268
C -2.317 -1.498 1.498 -0.141
C -1.412 -0.818 0.645 -0.167
C -0.007 -1.203 0.622 0.034
C 1.075 -0.382 0.794 -0.318
C 2.405 -0.998 0.661 0.675
O 2.587 -2.189 0.398 -0.580
N 3.507 -0.147 0.845 -0.468
C 4.826 -0.733 0.782 -0.418
C 3.432 1.243 0.969 0.807
O 4.426 1.971 1.025 -0.610
N 2.144 1.790 1.051 -0.473
C 2.132 3.200 1.378 -0.414
C 0.990 1.011 1.281 0.674
O 0.000 1.496 1.828 -0.569
C -1.931 0.213 -0.169 -0.082
C -3.246 0.633 -0.066 -0.323
H -6.853 1.754 0.957 0.206
H -5.269 2.567 0.734 0.185
H -5.873 1.436 -0.514 0.181
H -4.244 -1.434 2.471 0.232
H -1.957 -2.373 2.042 0.217
H 0.215 -2.275 0.611 0.243
H 5.542 0.078 0.901 0.245
H 4.927 -1.464 1.591 0.212
H 4.960 -1.248 -0.174 0.218
H 1.106 3.551 1.459 0.236
H 2.662 3.353 2.325 0.211
H 2.670 3.745 0.599 0.221
H -1.280 0.697 -0.897 0.204
H -3.609 1.438 -0.711 0.225
C 1.094 -2.314 -4.019 -0.418
N 1.306 -1.357 -2.949 -0.480
N 0.055 -0.859 -2.485 -0.697
H 2.060 -2.785 -4.197 0.205
H 0.364 -3.066 -3.699 0.190
H 0.748 -1.825 -4.941 0.171
H 1.857 -0.556 -3.243 0.345
H -0.533 -1.648 -2.201 0.351
H 0.224 -0.240 -1.705 0.349

=====

43
Properties=species:S:1:pos:R:3:nbo_charge:R:1 method="wB97M-V/def2-TZVPD" de_lowest_kcal_mol=0.6 multiplicity=3 homo_lumo_gap_ev="5.667 / 3.909" largest_force_ev_per_a=0.199 total_charge=+2
Au 0.480 -0.397 0.019 0.725
C -0.988 0.197 3.394 -0.257
O 0.139 0.446 2.567 -0.572
C 0.725 1.728 2.768 -0.092
C 0.101 2.781 1.879 -0.098
O 0.330 2.409 0.526 -0.583
C 0.014 3.450 -0.389 -0.260
H -0.718 0.278 4.448 0.206
H -1.318 -0.822 3.196 0.192
H -1.810 0.893 3.190 0.161
H 1.784 1.626 2.528 0.207
H 0.644 2.026 3.817 0.205
H 0.550 3.757 2.087 0.209
H -0.978 2.868 2.073 0.162
H 0.592 4.351 -0.169 0.204
H -1.050 3.715 -0.347 0.161
H 0.266 3.098 -1.387 0.206
Cl 2.504 1.151 -2.504 0.054
C 2.778 -0.536 -2.283 0.000
C 3.047 -1.321 -3.380 -0.234
C 3.279 -2.684 -3.212 -0.096
C 3.240 -3.266 -1.938 -0.212
C 2.976 -2.493 -0.841 -0.154
C 2.743 -1.087 -0.962 -0.087
C 2.569 -0.284 0.210 -0.594
H 3.089 -0.873 -4.363 0.255
H 3.501 -3.292 -4.078 0.243
H 3.443 -4.322 -1.824 0.247
H 2.972 -2.921 0.153 0.232
H 2.764 0.781 0.145 0.260
H 2.829 -0.746 1.157 0.249
N -4.489 -2.600 -0.998 -0.525
C -3.791 -1.521 -0.714 0.360
C -2.367 -1.575 -0.548 0.130
N -1.691 -0.475 -0.256 -0.477
C -2.375 0.661 -0.122 0.148
C -3.791 0.700 -0.304 0.091
N -4.482 -0.359 -0.590 -0.340
H -4.072 -3.516 -1.112 0.444
H -5.496 -2.512 -1.112 0.461
H -1.820 -2.503 -0.661 0.248
H -1.809 1.549 0.137 0.264
H -4.314 1.644 -0.199 0.256

=====

42
Properties=species:S:1:pos:R:3:nbo_charge:R:1 method="wB97M-V/def2-TZVPD" homo_lumo_gap_ev=9.105 largest_force_ev_per_a=0.962 total_charge=+1 smiles="C[C@@H](CN1CC[NH+](C)CC1)OC(=O)c1ccc(Cl)cc1Cl"
C -0.625 -3.851 -0.292 -0.621
H -1.575 -4.317 -0.532 0.229
C -0.761 -2.335 -0.339 0.070
H -1.061 -2.023 -1.346 0.197
C -1.809 -1.869 0.706 -0.234
N -2.183 -0.470 0.741 -0.448
C -2.684 0.007 -0.541 -0.242
C -2.829 1.519 -0.599 -0.225
N -1.549 2.119 -0.173 -0.408
C -1.447 3.546 -0.495 -0.411
H -0.479 3.928 -0.179 0.234
H -1.546 3.693 -1.568 0.236
H -2.235 4.098 0.015 0.230
C -1.408 1.848 1.272 -0.231
C -1.241 0.350 1.495 -0.227
H -0.196 0.092 1.291 0.181
H -1.416 0.137 2.556 0.229
H -0.530 2.367 1.657 0.243
H -2.298 2.227 1.779 0.224
H -0.783 1.598 -0.658 0.508
H -3.059 1.819 -1.622 0.237
H -3.620 1.876 0.063 0.224
H -3.661 -0.460 -0.696 0.226
H -2.036 -0.279 -1.379 0.205
H -1.452 -2.144 1.700 0.217
H -2.717 -2.442 0.500 0.219
O 0.561 -1.809 -0.095 -0.497
C 0.933 -0.651 -0.609 0.814
O 0.185 0.113 -1.197 -0.671
C 2.363 -0.370 -0.352 -0.156
C 3.275 -1.425 -0.273 -0.136
C 4.620 -1.195 -0.083 -0.233
C 5.085 0.110 0.043 0.003
C 4.197 1.179 -0.011 -0.254
C 2.852 0.931 -0.211 0.001
Cl 1.794 2.280 -0.223 0.011
H 4.557 2.190 0.104 0.252
Cl 6.754 0.415 0.274 0.072
H 5.314 -2.019 -0.034 0.246
H 2.907 -2.434 -0.376 0.239
H -0.313 -4.167 0.699 0.221
H 0.118 -4.183 -1.013 0.229

=====

47
Properties=species:S:1:pos:R:3:lowdin_charge:R:1 method="wB97M-V/def2-TZVPD" multiplicity=5 homo_lumo_gap_ev="6.795 / 4.843" largest_force_ev_per_a=4.248 total_charge=+3
C 3.741 1.505 0.175 -0.011
C 2.373 1.723 -0.447 -0.275
H 4.458 2.313 -0.130 0.137
H 4.202 0.504 -0.097 0.109
H 3.695 1.473 1.304 0.100
O 2.035 2.547 -1.264 0.145
Cl 0.803 -1.869 1.606 0.260
Pd 0.513 0.112 0.105 0.308
P 1.113 -0.861 -2.013 0.774
C 0.328 -0.422 -3.621 -0.244
C 2.830 -0.434 -2.426 -0.242
H 3.091 -0.977 -3.342 0.086
H 1.496 -3.087 -2.935 0.083
H 3.513 -0.731 -1.614 0.053
H 1.990 -2.940 -1.197 0.052
H 0.658 0.581 -3.921 0.074
H 2.940 0.642 -2.601 0.053
C 1.217 -2.698 -1.940 -0.254
H 0.584 -1.138 -4.413 0.085
H 0.289 -3.181 -1.619 0.005
H -0.758 -0.413 -3.516 -0.020
P -0.115 1.752 1.734 0.773
C -1.372 3.072 1.436 -0.246
C -0.461 1.005 3.372 -0.264
H 2.179 2.238 2.464 0.052
H 0.984 3.489 2.950 0.086
H 1.586 3.424 1.268 0.050
C 1.307 2.828 2.134 -0.235
H 0.464 0.498 3.687 0.052
H -0.733 1.808 4.084 0.086
H -1.691 3.573 2.365 0.088
H -2.252 2.627 0.981 -0.025
H -1.248 0.259 3.369 -0.002
H -0.970 3.830 0.745 0.076
C -0.879 1.167 -1.101 -0.143
O -1.413 1.911 -1.799 0.200
Cl -3.325 0.563 1.830 0.878
C -2.952 -1.027 1.251 -0.594
C -2.130 -1.234 0.174 -0.079
C -2.361 -2.282 -0.665 -0.601
Cl -2.029 -2.197 -2.358 0.878
C -3.134 -3.395 -0.204 -0.619
Cl -3.364 -4.751 -1.217 0.882
C -3.845 -3.287 1.001 -0.654
Cl -4.896 -4.549 1.513 0.824
C -3.738 -2.099 1.753 -0.617
Cl -4.722 -1.872 3.138 0.875

=====

41
Properties=species:S:1:pos:R:3:nbo_charge:R:1 method="wB97M-V/def2-TZVPD" multiplicity=2 homo_lumo_gap_ev="7.714 / 7.564" largest_force_ev_per_a=0.866 total_charge=+3
Mn 0.000 -0.002 -0.136 0.278
C 2.610 -1.672 -1.135 -0.537
C 1.422 -2.126 -1.962 -0.522
S -0.097 -2.163 -0.925 0.434
C -1.376 -1.746 -2.182 -0.523
C -2.645 -1.259 -1.501 -0.545
S -2.369 0.073 -0.270 0.438
C -2.610 1.668 -1.134 -0.537
C -1.421 2.123 -1.961 -0.522
S 0.097 2.159 -0.924 0.434
C 1.376 1.743 -2.181 -0.523
C 2.645 1.255 -1.500 -0.545
S 2.370 -0.078 -0.269 0.438
H 3.508 -1.584 -1.749 0.292
H 2.835 -2.374 -0.331 0.279
H 1.575 -3.139 -2.336 0.296
H 1.239 -1.472 -2.814 0.234
H -1.569 -2.655 -2.754 0.297
H -0.964 -1.001 -2.864 0.224
H -3.123 -2.057 -0.933 0.282
H -3.368 -0.903 -2.235 0.289
H -2.835 2.370 -0.330 0.279
H -3.507 1.581 -1.748 0.292
H -1.574 3.136 -2.334 0.296
H -1.238 1.469 -2.813 0.234
H 1.570 2.652 -2.752 0.297
H 0.964 0.998 -2.863 0.224
H 3.123 2.053 -0.931 0.282
H 3.369 0.899 -2.234 0.289
C 0.000 -0.003 1.582 0.433
C 0.000 -0.004 2.928 -0.413
C -0.655 -1.065 3.641 -0.058
C -0.652 -1.044 5.006 -0.160
C 0.000 -0.004 5.684 -0.018
C 0.651 1.036 5.007 -0.160
C 0.655 1.057 3.641 -0.058
H -1.144 -1.859 3.092 0.240
H -1.145 -1.829 5.563 0.265
H 0.000 -0.005 6.768 0.267
H 1.145 1.820 5.564 0.265
H 1.144 1.852 3.093 0.240